1.
{"formula": "C21H15F2IN4O5PtSTe", "method": "ωB97M-V/def2-TZVPD", "energy_ha": -2687.253830, "e_above_lowest_kcal_mol": 10.4, "orbital_gap_ev": 6.81, "total_charge": 0, "homo_ev": -8.0475, "elements": ["Pt", "O", "S", "O", "O", "O", "F", "C", "F", "H", "O", "N", "C", "C", "N", "C", "N", "Te", "C", "C", "C", "C", "C", "C", "C", "C", "C", "C", "C", "C", "H", "H", "H", "H", "H", "H", "H", "H", "H", "H", "I", "C", "C", "C", "C", "C", "N", "H", "H", "H", "H"], "positions_angstrom": [[0.213, 0.801, 3.142], [-0.466, 2.784, 2.467], [-1.590, 2.053, 1.782], [-2.640, 2.892, 1.281], [-2.008, 1.015, 2.789], [-0.953, 1.240, 0.686], [0.222, -1.831, 2.301], [0.576, -1.106, 3.450], [-0.150, -1.684, 4.460], [1.626, -1.366, 3.640], [2.502, -0.037, 0.408], [1.508, -0.449, -0.104], [1.610, -1.513, -1.010], [0.378, -1.839, -1.491], [0.010, -2.778, -2.353], [2.828, -2.148, -1.378], [3.812, -2.652, -1.695], [-1.235, -0.670, -0.691], [-2.212, -1.965, -2.106], [-1.356, -2.876, -2.717], [-1.812, -3.815, -3.625], [-3.167, -3.834, -3.926], [-4.039, -2.938, -3.324], [-3.563, -2.007, -2.409], [-1.115, 0.844, -2.153], [-0.461, 0.606, -3.355], [-0.462, 1.590, -4.331], [-1.130, 2.787, -4.108], [-1.788, 3.005, -2.907], [-1.781, 2.036, -1.910], [0.691, -3.413, -2.752], [-1.130, -4.517, -4.090], [-3.542, -4.559, -4.635], [-5.093, -2.966, -3.565], [-4.253, -1.315, -1.941], [0.054, -0.327, -3.547], [0.061, 1.420, -5.262], [-1.129, 3.554, -4.871], [-2.299, 3.941, -2.725], [-2.250, 2.243, -0.957], [0.080, 2.072, 6.250], [1.924, 1.828, 5.311], [3.056, 2.275, 5.980], [4.290, 2.153, 5.369], [4.363, 1.593, 4.102], [3.199, 1.171, 3.500], [1.992, 1.281, 4.087], [2.958, 2.713, 6.961], [5.182, 2.495, 5.876], [5.304, 1.482, 3.584], [3.187, 0.731, 2.512]], "lowdin_charge": [1.013, -0.459, 0.251, -0.297, -0.422, -0.655, -0.100, -0.496, -0.044, 0.093, 0.025, -0.086, -0.296, -0.344, 0.089, -0.166, 0.176, 2.031, -0.341, -0.281, -0.016, -0.069, -0.075, -0.095, -0.368, -0.108, -0.073, -0.069, -0.052, -0.092, 0.169, 0.117, 0.110, 0.108, 0.111, 0.099, 0.108, 0.107, 0.115, 0.080, 0.995, -0.744, -0.132, -0.050, -0.040, -0.095, -0.146, 0.092, 0.115, 0.113, 0.095]}

***

2.
{"formula": "C21H15HfN2O2S4Sb", "method": "ωB97M-V/def2-TZVPD", "energy_ha": -2950.350744, "orbital_gap_ev": 4.68, "total_charge": -2, "homo_ev": -0.6003, "elements": ["Hf", "O", "N", "N", "O", "C", "C", "C", "C", "C", "C", "H", "H", "H", "H", "H", "S", "Sb", "S", "S", "S", "C", "C", "C", "C", "C", "C", "C", "C", "C", "C", "C", "C", "C", "C", "C", "H", "H", "H", "H", "H", "H", "H", "H", "H", "H"], "positions_angstrom": [[0.210, 0.074, 0.437], [0.282, 1.617, -1.011], [-0.765, 2.349, -1.251], [-1.659, 2.174, -0.360], [-1.473, 1.348, 0.639], [-2.812, 3.035, -0.353], [-3.570, 3.059, 0.806], [-4.684, 3.888, 0.833], [-5.021, 4.649, -0.274], [-4.248, 4.585, -1.432], [-3.131, 3.771, -1.485], [-3.284, 2.447, 1.645], [-5.287, 3.925, 1.730], [-5.894, 5.287, -0.244], [-4.521, 5.158, -2.308], [-2.541, 3.684, -2.380], [3.305, -1.253, 4.421], [1.986, -0.622, 2.711], [2.522, -1.158, 0.470], [1.537, 1.628, 2.224], [-0.283, -1.321, 2.612], [-0.804, -1.092, -1.096], [-1.173, -1.327, -2.248], [-1.618, -1.599, -3.540], [-1.965, -0.440, -4.334], [-2.993, -0.400, -5.301], [-3.314, 0.758, -5.980], [-2.641, 1.949, -5.734], [-1.637, 1.940, -4.773], [-1.309, 0.787, -4.094], [-1.700, -2.979, -3.973], [-1.609, -4.017, -3.018], [-1.657, -5.345, -3.377], [-1.791, -5.732, -4.708], [-1.852, -4.731, -5.667], [-1.804, -3.395, -5.316], [-3.580, -1.288, -5.477], [-4.124, 0.736, -6.702], [-2.892, 2.853, -6.273], [-1.087, 2.847, -4.555], [-0.506, 0.799, -3.363], [-1.493, -3.745, -1.978], [-1.586, -6.096, -2.598], [-1.830, -6.776, -4.987], [-1.923, -4.990, -6.718], [-1.806, -2.658, -6.102]], "lowdin_charge": [0.829, -0.282, 0.048, -0.191, -0.253, -0.146, 0.001, -0.086, -0.106, -0.084, -0.007, 0.119, 0.099, 0.092, 0.099, 0.099, -0.288, -0.199, -0.177, -0.215, -0.181, -0.189, -0.204, -0.214, -0.186, -0.064, -0.135, -0.149, -0.132, -0.050, -0.182, -0.045, -0.124, -0.154, -0.140, -0.068, 0.098, 0.084, 0.074, 0.089, 0.089, 0.097, 0.089, 0.073, 0.083, 0.090]}

***

3.
{"formula": "C21H15N5O5", "method": "ωB97M-V/def2-TZVPD", "energy_ha": -1458.982127, "orbital_gap_ev": 7.41, "total_charge": 0, "smiles": "CC(=O)N(/N=C/c1ccc([N+](=O)[O-])o1)c1nc2ccccc2c(=O)n1-c1ccccc1", "homo_ev": -8.8636, "elements": ["C", "C", "O", "N", "N", "C", "C", "C", "C", "C", "N", "O", "O", "O", "C", "N", "C", "C", "C", "C", "C", "C", "C", "O", "N", "C", "C", "C", "C", "C", "C", "H", "H", "H", "H", "H", "H", "H", "H", "H", "H", "H", "H", "H", "H", "H"], "positions_angstrom": [[-3.032, -0.716, 2.911], [-1.543, -0.945, 2.664], [-0.676, -0.918, 3.515], [-1.124, -0.862, 1.307], [-1.950, -0.347, 0.279], [-1.727, -0.441, -1.107], [-2.032, 0.797, -1.968], [-2.722, 1.913, -1.590], [-2.905, 2.811, -2.725], [-2.320, 2.215, -3.775], [-2.385, 2.639, -5.168], [-1.563, 2.299, -5.955], [-3.405, 3.299, -5.517], [-1.761, 0.959, -3.321], [0.157, -1.198, 1.015], [0.239, -2.509, 0.935], [1.475, -3.098, 0.804], [1.746, -4.474, 0.913], [3.003, -5.067, 0.796], [4.167, -4.249, 0.553], [3.939, -2.881, 0.501], [2.654, -2.292, 0.589], [2.434, -0.873, 0.471], [3.352, -0.170, 0.081], [1.128, -0.302, 0.665], [0.978, 1.068, 0.651], [0.993, 1.858, 1.809], [0.874, 3.252, 1.685], [0.569, 3.882, 0.505], [0.521, 3.073, -0.709], [0.697, 1.655, -0.575], [-3.251, 0.364, 2.981], [-3.253, -1.246, 3.849], [-3.626, -1.162, 2.175], [-1.013, -1.119, -1.526], [-2.944, 2.117, -0.561], [-3.537, 3.784, -2.804], [0.942, -5.083, 1.160], [3.140, -6.146, 0.953], [5.169, -4.641, 0.487], [4.700, -2.132, 0.381], [1.197, 1.420, 2.786], [1.114, 3.957, 2.593], [0.470, 4.991, 0.390], [0.365, 3.557, -1.740], [0.747, 0.964, -1.360]], "lowdin_charge": [0.013, -0.404, 0.093, -0.017, 0.147, 0.034, -0.220, -0.017, 0.027, -0.141, -0.330, 0.130, 0.053, 0.059, -0.308, 0.207, -0.185, -0.023, -0.047, -0.049, -0.012, -0.067, -0.315, 0.094, 0.128, -0.245, 0.012, -0.106, -0.090, -0.027, -0.018, 0.102, 0.093, 0.047, 0.099, 0.109, 0.165, 0.085, 0.107, 0.097, 0.111, 0.122, 0.142, 0.113, 0.127, 0.101]}

***

4.
{"formula": "C21H16BeClNO6P", "method": "ωB97M-V/def2-TZVPD", "energy_ha": -2132.219837, "e_above_lowest_kcal_mol": 12.0, "orbital_gap_ev": 8.31, "total_charge": -1, "homo_ev": -5.7618, "elements": ["Be", "O", "Cl", "O", "O", "O", "O", "C", "O", "C", "P", "C", "C", "C", "C", "C", "C", "C", "C", "C", "C", "C", "C", "H", "H", "H", "H", "H", "H", "H", "H", "H", "H", "H", "H", "N", "C", "C", "C", "C", "C", "C", "C", "H", "H", "H", "H"], "positions_angstrom": [[6.983, 14.635, 10.406], [9.586, 13.339, 11.812], [8.925, 14.573, 11.742], [9.513, 15.627, 12.532], [8.732, 14.946, 10.238], [7.375, 14.323, 12.100], [4.527, 15.530, 8.571], [5.129, 16.218, 9.391], [6.042, 15.867, 10.277], [4.932, 17.784, 9.403], [6.554, 18.547, 9.081], [6.732, 18.444, 7.261], [6.172, 17.421, 6.495], [6.219, 17.476, 5.076], [6.898, 18.489, 4.508], [7.421, 19.564, 5.247], [7.470, 19.425, 6.615], [6.170, 20.298, 9.189], [6.942, 21.060, 10.053], [6.701, 22.427, 10.243], [5.602, 23.029, 9.604], [4.793, 22.278, 8.753], [5.115, 20.914, 8.500], [4.716, 18.119, 10.414], [4.106, 18.172, 8.725], [5.632, 16.593, 6.991], [5.703, 16.725, 4.516], [7.007, 18.439, 3.416], [7.956, 20.340, 4.697], [8.214, 20.001, 7.097], [7.657, 20.473, 10.607], [7.452, 23.028, 10.831], [5.478, 24.076, 9.781], [3.950, 22.687, 8.239], [4.571, 20.346, 7.747], [6.278, 8.014, 8.435], [6.454, 9.151, 8.663], [6.654, 10.503, 8.969], [5.590, 11.048, 9.628], [5.675, 12.386, 10.041], [6.782, 13.043, 9.723], [7.916, 12.506, 9.080], [7.821, 11.196, 8.676], [4.708, 10.481, 9.878], [4.804, 12.941, 10.427], [8.845, 13.044, 8.811], [8.671, 10.748, 8.203]], "lowdin_charge": [0.050, -0.263, 0.879, -0.276, -0.308, -0.286, 0.029, -0.599, -0.067, -0.255, 1.060, -0.367, -0.047, -0.093, -0.131, -0.082, -0.127, -0.427, -0.121, -0.089, -0.104, -0.076, -0.072, 0.079, 0.106, 0.095, 0.097, 0.101, 0.099, 0.097, 0.082, 0.113, 0.085, 0.086, 0.106, 0.116, -0.218, -0.282, -0.037, -0.096, -0.167, -0.077, -0.044, 0.111, 0.113, 0.105, 0.104]}

***

5.
{"formula": "C21H16BrF5IN2O5RhTe", "method": "ωB97M-V/def2-TZVPD", "energy_ha": -5045.148019, "e_above_lowest_kcal_mol": 63.6, "orbital_gap_ev": 7.29, "total_charge": 0, "homo_ev": -8.7048, "elements": ["Rh", "C", "C", "N", "C", "C", "C", "O", "C", "C", "N", "C", "C", "C", "C", "C", "C", "I", "C", "O", "H", "H", "H", "H", "H", "H", "H", "H", "H", "H", "H", "H", "F", "Te", "F", "F", "F", "F", "O", "Br", "C", "C", "C", "C", "C", "C", "C", "O", "O", "H", "H", "H", "H"], "positions_angstrom": [[0.509, -0.798, -1.528], [3.333, 2.176, -3.188], [2.266, 2.719, -2.295], [2.406, 3.930, -1.795], [1.459, 4.418, -0.973], [0.330, 3.731, -0.600], [-0.680, 4.365, 0.316], [-1.083, 3.504, 1.376], [0.174, 2.429, -1.111], [-1.008, 1.652, -0.821], [-1.093, 0.381, -1.002], [-2.342, -0.274, -0.747], [-3.187, 0.103, 0.289], [-4.377, -0.578, 0.493], [-4.734, -1.638, -0.328], [-3.892, -2.033, -1.359], [-2.707, -1.347, -1.552], [-1.373, -1.916, -3.041], [1.129, 1.918, -1.995], [0.983, 0.772, -2.627], [4.058, 2.956, -3.400], [2.912, 1.787, -4.115], [3.831, 1.334, -2.704], [1.629, 5.422, -0.598], [-1.598, 4.606, -0.226], [-0.276, 5.304, 0.702], [-0.300, 3.271, 1.889], [-1.893, 2.181, -0.484], [-2.893, 0.897, 0.964], [-5.018, -0.287, 1.313], [-5.657, -2.174, -0.157], [-4.153, -2.869, -1.992], [4.400, -1.042, 0.605], [3.081, -1.727, -0.527], [2.871, -2.726, 1.062], [3.726, -3.330, -1.156], [4.325, -0.993, -1.724], [2.133, -1.669, -2.345], [1.941, -0.262, -0.284], [-0.975, 0.810, 3.431], [-0.420, -0.994, 3.199], [-0.286, -1.805, 4.310], [0.106, -3.123, 4.122], [0.350, -3.607, 2.851], [0.224, -2.775, 1.742], [-0.164, -1.455, 1.919], [0.505, -3.406, 0.414], [0.282, -4.567, 0.226], [1.033, -2.663, -0.610], [-0.481, -1.417, 5.300], [0.219, -3.773, 4.980], [0.653, -4.634, 2.697], [-0.277, -0.784, 1.083]], "lowdin_charge": [0.963, -0.005, -0.242, 0.133, -0.091, -0.151, -0.198, -0.103, -0.075, -0.006, -0.056, -0.316, -0.020, -0.050, -0.065, -0.126, -0.593, 1.261, -0.277, -0.180, 0.083, 0.088, 0.076, 0.114, 0.130, 0.121, 0.063, 0.139, 0.093, 0.115, 0.112, 0.104, -0.364, 1.898, -0.339, -0.312, -0.370, -0.454, -0.554, 0.798, -0.642, -0.118, -0.054, -0.008, -0.142, -0.075, -0.513, 0.147, -0.347, 0.102, 0.111, 0.127, 0.068]}